Record 1
This record from OMol25 describes a molecular structure, C48H52As2N5O4Pr. The level of theory is ωB97M-V with the def2-TZVPD basis set.

Kohn-Sham gap (alpha / beta): 5.82 / 5.82 eV
Net charge: +2
Max |F|: 0.0603 hartree/bohr
Multiplicity: 3
Expectation value of S²: 2.002

Cartesian coordinates (Å):
1 Pr 1.818 -0.648 0.611
2 C 3.512 -0.654 -2.330
3 O 2.932 0.207 -1.323
4 C 2.717 1.533 -1.611
5 C 2.765 1.998 -2.925
6 C 2.654 3.357 -3.170
7 C 2.335 4.276 -2.141
8 C 2.216 3.805 -0.849
9 C 2.448 2.426 -0.535
10 N 2.354 1.927 0.734
11 N 2.384 2.861 1.656
12 C 2.560 2.505 2.946
13 C 2.344 1.181 3.516
14 O 1.977 0.142 2.743
15 C 2.607 1.011 4.894
16 C 2.802 2.066 5.749
17 C 2.978 3.375 5.244
18 C 3.334 4.436 6.104
19 C 3.421 5.731 5.664
20 C 3.305 5.981 4.285
21 C 3.032 4.946 3.401
22 C 2.871 3.628 3.866
23 H 2.754 -0.971 -3.058
24 H 3.901 -1.554 -1.863
25 H 4.353 -0.164 -2.786
26 H 2.958 1.309 -3.696
27 H 2.680 3.733 -4.197
28 H 2.162 5.327 -2.372
29 H 1.963 4.397 0.037
30 H 2.608 0.008 5.305
31 H 2.900 1.894 6.827
32 H 3.494 4.206 7.159
33 H 3.577 6.565 6.367
34 H 3.360 6.974 3.835
35 H 2.958 5.115 2.335
36 C -2.345 -2.480 -1.826
37 C -2.633 -1.311 -0.905
38 As -1.487 0.307 -1.172
39 C -2.549 1.596 -0.098
40 C -1.777 2.404 0.738
41 C -2.383 3.486 1.402
42 C -3.759 3.729 1.215
43 C -4.525 2.863 0.404
44 C -3.907 1.816 -0.259
45 C -2.142 1.025 -2.877
46 C -1.451 2.160 -3.333
47 C -1.695 2.743 -4.587
48 C -2.740 2.205 -5.376
49 C -3.460 1.116 -4.920
50 C -3.129 0.478 -3.715
51 As -0.401 -2.762 -2.115
52 C -0.111 -4.765 -2.316
53 C 0.952 -5.189 -3.154
54 C 1.271 -6.532 -3.223
55 C 0.599 -7.500 -2.445
56 C -0.398 -7.061 -1.572
57 C -0.724 -5.691 -1.457
58 C -0.401 -2.281 -4.039
59 C -0.708 -3.291 -4.958
60 C -0.347 -3.087 -6.304
61 C 0.264 -1.918 -6.737
62 C 0.559 -0.903 -5.808
63 C 0.120 -1.055 -4.503
64 H -2.793 -2.351 -2.817
65 H -2.712 -3.409 -1.399
66 H -2.391 -1.593 0.112
67 H -3.692 -0.969 -0.909
68 H -0.711 2.219 0.890
69 H -1.770 4.117 2.018
70 H -4.243 4.532 1.752
71 H -5.582 3.094 0.270
72 H -4.488 1.159 -0.952
73 H -0.652 2.613 -2.718
74 H -1.125 3.643 -4.845
75 H -2.913 2.685 -6.362
76 H -4.354 0.739 -5.444
77 H -3.685 -0.363 -3.345
78 H 1.474 -4.472 -3.793
79 H 2.012 -6.831 -3.981
80 H 0.871 -8.565 -2.485
81 H -0.933 -7.790 -0.973
82 H -1.416 -5.312 -0.693
83 H -1.164 -4.217 -4.614
84 H -0.502 -3.942 -6.983
85 H 0.455 -1.803 -7.809
86 H 1.004 0.051 -6.119
87 H 0.229 -0.268 -3.765
88 N 3.162 -2.289 1.928
89 C 2.533 -3.611 2.058
90 C 1.091 -3.619 2.486
91 C 0.069 -3.309 1.394
92 O -1.032 -3.836 1.312
93 O 0.486 -2.336 0.562
94 H 4.209 -2.405 1.857
95 H 3.034 -1.768 2.822
96 H 3.075 -4.250 2.765
97 H 2.693 -4.190 1.096
98 H 0.910 -2.905 3.307
99 H 0.818 -4.611 2.901
100 N -4.491 -0.574 4.763
101 C -3.984 0.642 5.419
102 C -2.488 0.572 5.501
103 N -2.034 0.149 4.120
104 H -5.262 -0.328 4.149
105 H -4.845 -1.204 5.462
106 H -2.685 -0.632 3.860
107 H -4.389 0.808 6.421
108 H -4.208 1.538 4.828
109 H -2.130 -0.173 6.260
110 H -1.985 1.522 5.741
111 H -2.173 0.912 3.469
112 H -1.026 -0.100 3.999

=====

Record 2
This record from OMol25 describes a molecular structure, C37H35N5O3P2SV. The level of theory is ωB97M-V with the def2-TZVPD basis set.

Kohn-Sham gap (alpha / beta): 7.36 / 7.66 eV
Net charge: +2
Max |F|: 0.0904 hartree/bohr
Multiplicity: 2
Expectation value of S²: 0.766

Cartesian coordinates (Å):
1 V 0.561 -0.030 -2.047
2 N 3.879 2.568 -2.436
3 C 3.067 1.505 -2.400
4 S 1.578 1.562 -3.354
5 N 3.398 0.455 -1.706
6 N 2.469 -0.532 -1.760
7 C 2.857 -1.761 -1.617
8 C 2.015 -2.893 -1.913
9 C 2.386 -4.201 -1.588
10 C 1.590 -5.263 -1.963
11 C 0.435 -5.048 -2.715
12 C 0.064 -3.770 -3.086
13 C 0.827 -2.690 -2.658
14 O 0.492 -1.420 -2.873
15 H 3.695 3.322 -3.072
16 H 4.795 2.498 -2.025
17 H 3.898 -1.937 -1.358
18 H 3.302 -4.368 -1.036
19 H 1.875 -6.271 -1.696
20 H -0.175 -5.885 -3.025
21 H -0.810 -3.585 -3.697
22 O 0.476 1.218 -0.748
23 P -0.318 1.749 0.445
24 C -1.322 0.419 1.168
25 P -0.334 -1.136 1.189
26 O 0.175 -1.420 -0.195
27 C 0.995 -0.984 2.386
28 C 0.725 -0.628 3.705
29 C 1.752 -0.613 4.633
30 C 3.040 -0.966 4.247
31 C 3.306 -1.330 2.935
32 C 2.282 -1.344 2.002
33 C -1.457 -2.427 1.736
34 C -2.534 -2.214 2.591
35 C -3.341 -3.282 2.952
36 C -3.067 -4.555 2.472
37 C -1.985 -4.770 1.629
38 C -1.179 -3.708 1.257
39 C -1.440 3.032 -0.113
40 C -0.876 4.069 -0.858
41 C -1.675 5.097 -1.326
42 C -3.038 5.091 -1.051
43 C -3.599 4.064 -0.305
44 C -2.802 3.033 0.172
45 C 0.837 2.370 1.657
46 C 0.369 3.068 2.768
47 C 1.269 3.553 3.699
48 C 2.630 3.339 3.520
49 C 3.093 2.642 2.413
50 C 2.201 2.157 1.471
51 H -2.170 0.231 0.504
52 H -1.676 0.710 2.158
53 H -0.285 -0.373 4.009
54 H 1.547 -0.343 5.660
55 H 3.837 -0.972 4.979
56 H 4.311 -1.609 2.648
57 H 2.469 -1.641 0.978
58 H -2.749 -1.229 2.989
59 H -4.186 -3.120 3.607
60 H -3.702 -5.383 2.759
61 H -1.775 -5.767 1.264
62 H -0.331 -3.853 0.597
63 H 0.190 4.061 -1.061
64 H -1.241 5.905 -1.900
65 H -3.666 5.894 -1.413
66 H -4.658 4.064 -0.087
67 H -3.254 2.248 0.766
68 H -0.695 3.240 2.897
69 H 0.911 4.109 4.555
70 H 3.337 3.722 4.245
71 H 4.155 2.481 2.281
72 H 2.560 1.615 0.604
73 C -1.691 2.314 -4.089
74 C -2.139 1.029 -3.495
75 N -1.510 0.305 -2.580
76 C -2.301 -0.812 -2.336
77 C -3.417 -0.740 -3.099
78 N -3.295 0.422 -3.824
79 H -0.989 2.811 -3.426
80 H -2.540 2.974 -4.261
81 H -1.197 2.140 -5.047
82 H -2.013 -1.565 -1.620
83 H -4.256 -1.407 -3.198
84 H -3.969 0.762 -4.490

=====

Record 3
This record from OMol25 describes a molecular structure, C24H43BF4P2Pt. The level of theory is ωB97M-V with the def2-TZVPD basis set.

Kohn-Sham gap (alpha / beta): 6.56 / 4.17 eV
Net charge: +2
Max |F|: 0.0832 hartree/bohr
Multiplicity: 5
Expectation value of S²: 6.014

Cartesian coordinates (Å):
1 Pt -1.077 1.615 -2.582
2 C 0.666 0.404 4.314
3 C 1.654 0.929 3.417
4 C -0.191 2.273 3.259
5 C -0.461 1.257 4.238
6 C 1.147 2.089 2.802
7 C 0.793 -0.794 5.176
8 H 1.587 -1.452 4.816
9 H -0.146 -1.328 5.241
10 H 1.077 -0.462 6.174
11 C -1.649 1.187 5.122
12 H -2.211 0.243 4.979
13 H -2.353 2.032 4.972
14 H -1.301 1.253 6.179
15 C -1.158 3.297 2.827
16 H -1.138 4.223 3.428
17 H -2.190 2.928 2.852
18 H -0.928 3.578 1.775
19 C 1.904 2.981 1.871
20 H 2.761 3.458 2.365
21 H 1.257 3.782 1.473
22 H 2.321 2.478 0.981
23 C 2.937 0.270 3.123
24 H 3.762 0.732 3.665
25 H 3.225 0.302 2.066
26 H 2.880 -0.787 3.396
27 C -0.779 -1.733 1.091
28 C 0.339 -1.928 1.799
29 C 1.605 -2.505 1.214
30 C 2.526 -1.816 0.122
31 C 2.401 -0.347 -0.094
32 C 1.279 -0.023 -0.781
33 C 0.079 -0.774 -1.262
34 C -0.799 -1.685 -0.437
35 H 1.484 -3.536 0.840
36 H 2.269 -2.286 -0.852
37 H 2.272 -2.574 2.078
38 H -0.720 -2.708 -0.829
39 H -1.764 -1.647 1.550
40 H 0.311 -1.769 2.880
41 H -1.861 -1.434 -0.621
42 H -0.707 0.054 -1.701
43 H 0.983 1.030 -0.773
44 H 0.386 -1.454 -2.113
45 H 3.584 -1.996 0.367
46 H 3.159 0.382 0.310
47 P -0.691 -1.369 -3.912
48 P -0.365 2.085 -4.447
49 C -0.733 -0.495 -5.533
50 C -1.334 0.925 -5.495
51 H -1.382 -1.137 -6.163
52 H 0.318 -0.501 -5.904
53 H -1.179 1.482 -6.455
54 H -2.376 0.914 -5.060
55 C -1.301 3.660 -4.267
56 H -0.785 4.212 -3.460
57 H -2.316 3.408 -3.898
58 H -1.227 4.104 -5.261
59 C 1.418 2.077 -4.614
60 H 1.637 2.288 -5.670
61 H 1.882 1.147 -4.243
62 H 1.758 2.884 -3.949
63 C -2.429 -1.944 -3.789
64 H -2.553 -2.564 -2.894
65 H -2.607 -2.529 -4.693
66 H -3.081 -1.066 -3.753
67 C 0.071 -2.967 -4.471
68 H 0.936 -2.763 -5.115
69 H -0.691 -3.522 -5.040
70 H 0.388 -3.579 -3.610
71 F -2.606 -1.352 3.342
72 B -2.521 -2.519 4.189
73 F -3.809 -3.078 4.345
74 F -1.613 -3.471 3.638
75 F -2.029 -2.072 5.467

=====

Record 4
This record from OMol25 describes a molecular structure, C10H20N7O2RuSi. The level of theory is ωB97M-V with the def2-TZVPD basis set.

Kohn-Sham gap (alpha / beta): 7.62 / 6.12 eV
Net charge: +3
Max |F|: 0.0381 hartree/bohr
Multiplicity: 5
Expectation value of S²: 6.040

Cartesian coordinates (Å):
1 Ru 0.328 0.636 -0.253
2 N 2.529 0.834 -0.855
3 N 2.844 2.188 -1.111
4 C 1.995 3.153 -0.715
5 N 2.298 4.419 -0.769
6 N 0.817 2.643 -0.262
7 N -0.075 3.307 0.561
8 O -0.044 4.485 0.736
9 O -0.858 2.487 1.053
10 H 3.195 0.452 -0.181
11 H 2.637 0.298 -1.717
12 H 3.738 2.401 -1.536
13 H 3.196 4.751 -1.103
14 H 1.638 5.122 -0.463
15 C -3.267 1.743 -1.131
16 C -2.842 0.329 -1.099
17 C -3.766 -0.725 -1.380
18 C -3.382 -2.055 -1.281
19 C -2.093 -2.378 -0.893
20 C -1.212 -1.308 -0.608
21 N -1.602 0.001 -0.765
22 N 0.044 -1.348 -0.156
23 Si 0.787 -2.277 1.200
24 C 2.670 -2.044 1.051
25 C 0.316 -1.001 2.555
26 C 0.332 -4.084 1.190
27 H -3.823 1.973 -2.042
28 H -2.428 2.423 -1.030
29 H -3.964 1.920 -0.303
30 H -4.774 -0.458 -1.672
31 H -4.093 -2.844 -1.495
32 H -1.752 -3.401 -0.802
33 H 2.963 -1.019 1.290
34 H 3.056 -2.353 0.077
35 H 3.125 -2.693 1.803
36 H 0.391 0.038 2.183
37 H 0.998 -1.081 3.403
38 H -0.704 -1.141 2.922
39 H 0.440 -4.516 0.194
40 H -0.680 -4.271 1.553
41 H 1.025 -4.607 1.851

=====

Record order is preserved below.
Energy relative to the best compared isomer or geometry (same formula, charge and spin): 0.00; 22.19; 0.00; 7.18 kcal per mole